{"formula": "C36H72O11S", "method": "ωB97M-V with the def2-TZVPD basis set", "symbols": ["S", "O", "O", "O", "O", "O", "O", "O", "O", "O", "O", "O", "C", "C", "C", "C", "C", "C", "C", "C", "C", "C", "C", "C", "C", "C", "C", "C", "C", "C", "C", "C", "C", "C", "C", "C", "C", "C", "C", "C", "C", "C", "C", "C", "C", "C", "C", "C", "H", "H", "H", "H", "H", "H", "H", "H", "H", "H", "H", "H", "H", "H", "H", "H", "H", "H", "H", "H", "H", "H", "H", "H", "H", "H", "H", "H", "H", "H", "H", "H", "H", "H", "H", "H", "H", "H", "H", "H", "H", "H", "H", "H", "H", "H", "H", "H", "H", "H", "H", "H", "H", "H", "H", "H", "H", "H", "H", "H", "H", "H", "H", "H", "H", "H", "H", "H", "H", "H", "H", "H"], "coordinates": [[2.1766, -2.0191, -2.9211], [2.9716, -0.9965, -3.4851], [6.9963, -2.7899, -1.0057], [3.9970, 0.6697, 2.6972], [1.7766, -3.0583, -4.0689], [0.2488, -6.7198, 2.4462], [3.3754, -1.0316, 1.3358], [3.1031, 1.1470, 0.7907], [1.0696, -1.4887, -2.2278], [0.8526, -4.6669, 3.1776], [3.0481, -3.0556, -2.0674], [-0.7479, -5.6920, 4.2022], [-4.1554, 3.8710, -0.5317], [-3.6300, 9.3408, 1.2956], [-0.8669, -7.9839, 5.0455], [-1.2917, -4.1842, -0.7711], [-4.0099, -0.0105, -0.2221], [-5.2787, 4.8131, -0.0929], [4.7910, -3.3142, -3.8526], [1.4440, -4.7828, -6.1788], [-3.4506, 1.4138, -0.4184], [-1.5997, -6.8310, 4.3920], [0.1406, -4.4057, -1.2919], [2.4173, -4.3631, -3.8442], [4.3144, -5.0304, -2.1715], [-2.4102, -1.9248, -0.5237], [2.6960, -4.8329, -5.2808], [3.6425, -3.9628, -3.0433], [-4.0344, 6.9031, 0.6473], [0.1285, -5.7871, 3.2015], [6.9317, -2.9879, -2.4106], [-3.0228, -0.9578, 0.4964], [-4.6081, 2.4261, -0.3172], [3.4800, 0.1461, 1.5840], [-4.6273, 8.1769, 1.2890], [-2.9138, 12.1092, 3.5317], [-2.0833, 11.0170, 4.1965], [-1.4172, -2.8985, 0.0960], [1.8930, -4.6669, 2.1971], [4.4871, -0.2754, 3.6584], [-4.9987, 6.2830, -0.4017], [-4.2298, 10.5445, 2.0229], [1.4622, -5.4110, -3.2392], [-3.2101, 11.7107, 2.0763], [0.1017, -4.8656, -2.7480], [2.5998, 0.7186, -0.4818], [5.8131, -0.8753, 3.2379], [5.6696, -2.3600, -3.0376], [7.8016, -2.4628, -2.7901], [-5.1190, 10.8965, 1.5056], [6.1404, -3.0071, -0.6095], [0.5412, -4.5159, -5.6452], [0.5983, -5.1732, -0.6712], [-0.4359, -2.4517, 0.2109], [-3.2568, 4.0088, 0.0688], [5.1334, -1.8296, -2.2596], [3.4067, 0.2879, -1.0725], [-5.5029, 8.5260, 0.7527], [-2.2833, 11.3832, 1.6093], [-3.5847, 12.5681, 1.5273], [-1.6856, -5.0537, -0.2520], [-0.0702, -8.3589, 4.4050], [3.4403, -4.2007, -5.7507], [-6.1721, 4.4629, -0.6095], [-3.9400, 3.9752, -1.5934], [-4.5542, 6.3419, -1.3924], [-5.0826, 2.2733, 0.6518], [-0.5821, -5.7140, -2.7738], [5.7105, -1.4612, 2.3258], [-2.6976, 1.6417, 0.3316], [5.1692, -5.4969, -2.6419], [-3.2470, -2.4811, -0.9353], [-3.4120, 9.6309, 0.2683], [-3.0352, 1.5446, -1.4163], [-2.4301, 13.0780, 3.6038], [-3.8693, 12.1174, 4.0520], [1.6252, -4.1065, -7.0036], [2.2185, 1.5974, -0.9935], [-1.7542, -3.1747, 1.0955], [1.4992, -4.8914, 1.2102], [-0.3221, -4.1153, -3.4075], [2.6662, -5.3854, 2.4683], [-4.1853, -0.4003, -1.2229], [-2.5973, 10.0623, 4.1655], [4.6141, 0.2856, 4.5825], [-4.8949, 7.9846, 2.3251], [-3.5856, -1.5070, 1.2501], [1.7938, 0.0011, -0.3637], [-0.4099, -7.6615, 5.9823], [1.2725, -5.7611, -6.6193], [3.7370, -1.0450, 3.8424], [5.3737, -4.1259, -4.2725], [3.6465, -5.8048, -1.8104], [6.2015, -1.5260, 4.0217], [-5.4323, 4.6285, 0.9694], [-1.9620, -1.3001, -1.2945], [-5.9549, 6.7943, -0.4081], [-3.0863, 7.1199, 0.1678], [-4.5142, 10.2268, 3.0231], [2.3283, -3.6704, 2.1839], [6.0130, -1.5996, -3.7304], [-1.8358, 11.2515, 5.2280], [0.7495, -3.5184, -1.1967], [-1.1539, 10.8637, 3.6508], [-5.3157, 2.1305, -1.0913], [-2.4036, -6.4901, 5.0419], [-2.6902, 9.0635, 1.7682], [-2.2422, -0.3970, 1.0022], [1.8927, -5.9138, -2.3823], [6.5410, -0.0876, 3.0393], [7.0638, -4.0402, -2.6727], [4.3956, -2.7739, -4.7052], [-2.0476, -7.1254, 3.4427], [-4.9624, 0.0399, 0.2925], [4.6889, -4.5224, -1.2895], [3.1415, -5.8231, -5.2636], [-1.5555, -8.8035, 5.2518], [-1.9164, -4.0408, -1.6500], [-3.9050, 6.1717, 1.4376], [1.2424, -6.1998, -3.9468]], "forces_ev_per_a": [[0.017, 0.446, -0.722], [1.323, 0.171, -0.717], [-0.169, -0.216, 0.266], [-0.089, 0.016, -0.038], [-0.105, 0.368, 1.120], [-0.042, 0.102, 0.053], [-0.004, 0.084, 0.041], [0.010, -0.120, 0.074], [-1.101, -0.966, 0.959], [-0.051, -0.094, 0.008], [-0.606, 1.042, -0.373], [0.004, 0.071, -0.040], [-0.795, -0.738, 0.548], [-1.012, 0.107, 0.129], [0.270, 0.029, -0.025], [0.561, 1.114, -0.102], [1.184, 0.364, -0.154], [0.556, -0.321, -0.725], [-0.807, 0.650, 0.112], [0.372, -0.752, 0.032], [-1.193, 0.222, 0.076], [-0.222, -0.357, 0.100], [-0.652, -0.386, -0.082], [-0.249, -0.865, -1.969], [-0.388, -0.053, 0.326], [-0.095, 0.480, 1.187], [0.326, 0.454, -0.153], [1.551, -1.143, 0.816], [-1.351, 0.266, -0.371], [0.003, 0.034, -0.003], [-0.150, 0.475, 0.182], [-0.649, -0.059, -0.607], [0.948, -0.446, -0.239], [0.042, 0.060, -0.008], [1.310, 0.208, -0.149], [-0.135, -0.887, -0.280], [0.341, 0.206, -0.154], [-0.326, -0.796, -0.362], [0.303, 0.203, -0.126], [0.212, -0.279, 0.263], [0.254, -0.638, 0.740], [0.988, 0.300, -0.546], [-0.978, 0.793, 0.664], [-0.332, -0.073, 0.758], [0.471, -0.893, 0.509], [-0.095, 0.024, -0.206], [0.030, 0.031, -0.248], [0.765, -0.490, -0.374], [0.213, -0.015, -0.063], [-0.261, -0.184, 0.002], [0.231, 0.055, -0.138], [-0.102, 0.236, 0.032], [0.275, -0.226, -0.115], [0.150, 0.235, 0.055], [0.219, 0.330, -0.148], [-0.240, -0.015, 0.041], [-0.039, -0.089, 0.004], [-0.309, -0.112, -0.031], [0.160, 0.112, -0.167], [-0.030, 0.139, -0.171], [0.123, -0.174, 0.072], [-0.068, -0.012, -0.076], [0.160, 0.161, 0.095], [-0.248, 0.132, -0.033], [0.267, 0.325, -0.064], [-0.133, 0.126, -0.214], [-0.165, 0.238, 0.123], [-0.164, -0.093, -0.121], [-0.063, -0.045, 0.037], [0.191, 0.062, 0.035], [-0.009, -0.106, -0.304], [-0.056, -0.135, -0.346], [0.175, -0.033, -0.165], [0.445, -0.173, 0.013], [0.036, 0.149, 0.048], [-0.154, 0.534, 0.143], [-0.237, 0.292, -0.040], [0.083, 0.113, 0.154], [-0.080, 0.079, 0.128], [-0.024, -0.096, 0.028], [0.068, 0.242, -0.028], [-0.077, -0.100, -0.048], [-0.354, -0.234, -0.031], [-0.203, -0.161, 0.127], [-0.093, 0.176, -0.100], [-0.302, -0.092, 0.097], [0.193, -0.239, 0.166], [0.057, -0.073, 0.047], [-0.111, -0.002, 0.049], [-0.103, -0.126, -0.078], [-0.034, -0.002, -0.160], [0.188, -0.158, -0.041], [-0.057, 0.001, -0.003], [-0.015, 0.036, 0.036], [-0.197, 0.278, 0.187], [0.161, -0.267, -0.354], [-0.052, 0.364, -0.066], [0.276, 0.018, 0.147], [-0.133, 0.097, 0.192], [-0.148, 0.065, 0.131], [-0.068, 0.252, -0.066], [-0.018, -0.021, 0.142], [-0.104, 0.197, 0.192], [0.217, 0.074, 0.000], [-0.372, 0.149, 0.023], [0.084, 0.210, -0.012], [0.144, -0.125, 0.088], [0.104, 0.121, 0.152], [0.243, 0.000, 0.070], [0.010, 0.011, 0.111], [-0.173, -0.142, 0.030], [-0.152, 0.205, 0.002], [0.153, 0.025, -0.077], [-0.173, 0.005, 0.168], [0.119, 0.075, 0.176], [-0.080, -0.261, 0.188], [-0.037, 0.034, 0.016], [-0.239, -0.035, -0.091], [0.434, -0.165, 0.058], [0.254, 0.013, -0.446]], "mol_weight_g_mol": 713.03, "lumo_ev": 0.50, "orbital_gap_ha": 0.3788, "relative_energy_kcal_mol": 29.3, "total_energy_ev": -71857.216}